Below is a cluster of 2 separate species, C2H10NS2 in total in a non-equilibrium geometry, with properties calculated with ωB97M-V with the def2-TZVPD basis set.

calculated total energy = -933.031136 Ha
E_LUMO = -3.7 eV
total charge = +1
multiplicity = 1
HOMO level = -11.77 eV

```
15
Properties=species:S:1:pos:R:3:lowdin_charge:R:1
C 2.36 -0.70 0.52 0.03
N 1.39 0.49 0.65 0.08
H 3.03 -0.35 -0.26 0.11
H 2.80 -0.83 1.50 0.10
H 1.74 -1.58 0.39 0.11
H 0.83 0.49 1.50 0.15
H 0.82 0.50 -0.22 0.02
H 1.66 1.48 0.62 0.17
C -2.81 0.44 0.13 -0.39
S -1.32 0.50 -0.93 0.36
S -1.29 -1.12 -2.17 0.34
H -3.32 1.33 -0.25 0.03
H -2.51 0.76 1.12 0.03
H -3.36 -0.47 -0.05 0.04
H 0.00 -0.94 -2.56 -0.18
```